Density functional theory data (wB97M-V/def2-TZVPD) for an isolated ion of composition C6H15N2Si and charge +1 at a distorted geometry.

- relative energy (zero: lowest compared OMol25 entry of this formula, charge and spin) (eV) = 2.827
- SMILES string = CC1=[N+](C)[SiH2]N(C)[C@H]1C
- E_HOMO (eV) = -12.84
- net charge = +1
- Kohn-Sham gap (eV) = 7.63

Each line ends with the Löwdin charge.
Atoms and positions in Å:
1 Si 0.51 1.88 -0.17  0.579
2 N 1.34 0.39 -0.38  -0.279
3 N -1.03 1.12 -0.18  -0.154
4 C -1.93 -1.49 -0.22  0.020
5 C 2.84 0.34 -0.60  -0.058
6 C 1.07 -1.81 0.71  0.023
7 C 0.62 -0.80 -0.34  -0.464
8 C -2.29 1.79 0.02  -0.076
9 C -0.76 -0.54 -0.25  0.016
10 H 2.89 -0.56 -1.24  0.096
11 H 0.71 -1.37 -1.38  0.223
12 H 0.93 2.48 1.24  0.007
13 H 1.01 -2.74 0.23  0.083
14 H -1.90 2.74 0.34  0.077
15 H 3.43 0.30 0.29  0.072
16 H 0.67 -1.70 1.70  0.106
17 H -2.81 1.78 -0.94  0.108
18 H -2.91 -1.01 -0.01  0.103
19 H -2.03 -1.85 -1.32  0.152
20 H 2.09 -1.44 0.81  0.081
21 H -1.74 -2.44 0.26  0.094
22 H -2.80 1.26 0.77  0.076
23 H 3.16 1.28 -1.17  0.109
24 H 0.59 2.76 -1.45  0.006